i | Computed, not measured: an isolated molecule of C7H10O3, with the ωB97M-V functional and the def2-TZVPD basis.

Calculated values
SMILES: CC(C)(/C=C\O)C(=O)C=O
HOMO in eV: -8.856
Multiplicity: 1
Net charge: 0

The geometry in XYZ format:
```
20
C7H10O3 | OMol25 | the ωB97M-V functional and the def2-TZVPD basis
C -1.550 0.620 -0.796
C -0.425 -0.079 -0.075
C -1.076 -1.407 0.344
C 0.241 0.585 1.134
C 0.824 1.826 1.147
O 1.052 2.692 0.194
C 0.920 -0.187 -0.780
O 1.386 0.594 -1.566
C 1.565 -1.556 -0.440
O 2.104 -1.850 0.596
H -2.497 0.504 -0.146
H -1.696 0.022 -1.865
H -1.366 1.633 -1.033
H -1.691 -1.689 -0.527
H -1.649 -1.288 1.181
H -0.414 -2.238 0.590
H 0.435 -0.082 1.954
H 1.275 2.036 2.140
H 1.084 2.151 -0.684
H 1.480 -2.287 -1.369
```

---

ii | Computed, not measured: a cluster of 2 separate species, C7H10O3 in total, with the ωB97M-V functional and the def2-TZVPD basis.

Calculated values
SMILES: Oc1ccc(O)cc1.CO
HOMO in eV: -8.124
Multiplicity: 1
Net charge: 0

The geometry in XYZ format:
```
20
C7H10O3 | OMol25 | the ωB97M-V functional and the def2-TZVPD basis
O 2.568 1.450 -1.120
C 1.446 0.892 -1.270
C 0.656 1.207 -2.363
C -0.632 0.775 -2.568
C -1.225 -0.119 -1.631
O -2.445 -0.586 -1.845
C -0.502 -0.433 -0.516
C 0.784 0.147 -0.364
H 2.877 1.519 -0.214
H 1.064 1.819 -3.139
H -0.937 1.036 -3.525
H -3.006 -0.179 -2.633
H -0.975 -1.080 0.294
H 1.317 -0.393 0.681
C -0.140 -1.383 3.537
O 0.196 -0.006 3.309
H 0.561 -1.968 4.080
H -0.531 -1.608 2.524
H -1.060 -1.363 4.374
H -0.015 0.272 2.388
```

---

iii | Computed, not measured: a cluster of 2 separate species, C7H10O3 in total, with the ωB97M-V functional and the def2-TZVPD basis.

Calculated values
SMILES: C[C@H]1C=C[C@]2(CO2)C1=O.O
HOMO in eV: -9.342
Multiplicity: 1
Net charge: 0

The geometry in XYZ format:
```
20
C7H10O3 | OMol25 | the ωB97M-V functional and the def2-TZVPD basis
C 2.390 -1.067 -0.808
C 1.395 -1.033 0.352
C 1.253 0.303 1.040
C -0.003 0.766 1.056
C -0.930 -0.234 0.460
C -2.393 -0.198 0.590
O -1.986 0.201 -0.644
C -0.035 -1.338 -0.078
O -0.408 -2.271 -0.744
H 2.133 -0.313 -1.565
H 3.403 -0.856 -0.439
H 2.396 -2.057 -1.282
H 1.681 -1.807 1.087
H 2.110 0.826 1.465
H -0.304 1.781 1.315
H -2.153 -1.254 1.168
H -2.852 0.561 1.237
O -1.666 2.808 -1.684
H -1.677 1.907 -1.323
H -2.355 3.275 -1.204
```

---

So which one wins? Going from most stable to least: i, ii, iii.